157
Properties=species:S:1:pos:R:3 method="wB97M-V/def2-TZVPD" e_tot_ev=-114578.9854 charge=-1
Na -3.380 0.220 -0.314
Na -1.861 -3.278 -0.019
Na -2.424 -0.544 3.373
B -0.428 -0.484 0.423
F 0.162 0.510 -0.268
F -1.007 -1.265 -0.536
F 0.454 -1.232 1.256
F -1.295 0.068 1.279
P -3.935 -1.999 1.642
O -3.766 -2.037 0.058
O -4.051 -0.529 1.854
O -2.779 -2.686 2.373
O -5.271 -2.721 1.796
C 1.592 4.120 -7.259
O 0.923 4.564 -6.038
C 1.578 4.306 -4.789
C 2.208 2.913 -4.615
N 1.218 1.844 -4.371
C 1.709 0.890 -3.420
C 3.085 0.154 -3.791
O 4.053 1.010 -3.183
C 5.362 0.389 -3.350
H 2.632 4.439 -7.328
H 0.947 4.495 -8.053
H 1.587 3.030 -7.257
H 1.043 4.709 -3.929
H 2.498 4.855 -4.992
H 2.749 3.005 -3.673
H 2.828 2.599 -5.455
H 0.236 2.054 -4.260
H 0.922 0.139 -3.346
H 1.787 1.412 -2.466
H 3.193 -0.114 -4.843
H 3.051 -0.817 -3.296
H 6.013 0.549 -2.491
H 5.794 0.902 -4.209
H 5.246 -0.680 -3.532
C 4.226 -2.115 0.341
O 4.381 -3.398 0.845
C 3.198 -4.240 0.701
C 3.568 -5.715 0.933
N 4.168 -6.255 -0.296
C 4.614 -7.671 -0.069
C 5.628 -8.266 -1.013
O 6.758 -7.430 -1.342
C 7.670 -8.206 -2.129
H 3.320 -1.653 0.733
H 4.183 -2.147 -0.748
H 5.125 -1.501 0.393
H 2.711 -4.169 -0.271
H 2.451 -3.914 1.425
H 2.628 -6.224 1.145
H 4.275 -5.858 1.750
H 5.059 -5.807 -0.453
H 3.742 -8.320 0.011
H 5.071 -7.687 0.920
H 5.012 -8.561 -1.863
H 5.834 -9.182 -0.459
H 7.967 -9.113 -1.603
H 8.594 -7.634 -2.206
H 7.458 -8.245 -3.197
C 0.622 -3.351 -1.811
O -0.039 -4.400 -1.080
C -0.307 -5.439 -2.126
C -1.713 -5.907 -1.799
N -2.727 -4.905 -2.040
C -3.016 -4.670 -3.464
C -3.625 -3.303 -3.590
O -4.996 -3.451 -3.288
C -5.628 -2.159 -3.362
H 1.559 -3.638 -2.290
H 0.819 -2.597 -1.049
H -0.067 -2.856 -2.494
H 0.284 -6.290 -1.787
H -0.302 -5.279 -3.204
H -1.798 -6.351 -0.807
H -1.863 -6.813 -2.386
H -3.561 -5.144 -1.522
H -3.786 -5.370 -3.787
H -2.105 -4.715 -4.060
H -3.584 -3.229 -4.676
H -2.946 -2.534 -3.220
H -5.422 -1.501 -2.518
H -6.628 -2.525 -3.130
H -5.646 -1.648 -4.324
C 1.099 2.356 2.187
O 1.187 3.455 3.060
C 2.066 4.501 2.646
C 2.116 5.654 3.527
N 2.913 5.506 4.748
C 3.153 6.594 5.613
C 4.093 6.100 6.792
O 4.424 7.120 7.738
C 3.344 7.519 8.585
H 2.073 1.868 2.157
H 0.940 2.703 1.166
H 0.366 1.576 2.396
H 1.659 4.772 1.672
H 3.058 4.072 2.504
H 1.072 5.817 3.795
H 2.419 6.486 2.892
H 3.766 5.001 4.554
H 2.175 6.852 6.018
H 3.587 7.480 5.150
H 5.068 5.815 6.397
H 3.781 5.258 7.410
H 3.859 8.111 9.341
H 2.766 6.692 8.999
H 2.751 8.272 8.067
C -4.424 -0.954 5.674
O -3.049 -0.819 5.565
C -2.366 0.015 6.513
C -1.134 0.789 5.935
N -1.470 1.272 4.642
C -2.302 2.456 4.722
C -2.430 3.195 3.336
O -3.653 3.792 3.108
C -4.776 2.987 2.891
H -4.838 -1.812 5.145
H -4.854 -0.007 5.348
H -4.707 -1.121 6.714
H -2.010 -0.605 7.335
H -2.997 0.754 7.006
H -0.297 0.104 5.803
H -0.807 1.600 6.586
H -0.616 1.317 4.105
H -1.866 3.160 5.430
H -3.284 2.304 5.170
H -2.143 2.530 2.522
H -1.728 4.029 3.354
H -5.777 3.412 2.965
H -4.599 1.954 3.191
H -4.748 2.934 1.803
C -1.570 3.498 -0.528
O -2.749 2.774 -0.729
C -3.881 3.509 -1.066
C -5.186 2.553 -1.330
N -4.826 1.252 -2.042
C -4.366 1.405 -3.447
C -3.312 0.309 -3.659
O -3.470 -0.636 -4.755
C -3.512 -0.098 -6.052
H -0.721 2.824 -0.414
H -1.712 4.234 0.264
H -1.391 4.117 -1.407
H -3.658 4.177 -1.898
H -4.014 4.223 -0.253
H -6.020 3.056 -1.820
H -5.683 2.183 -0.433
H -5.611 0.620 -1.972
H -3.919 2.361 -3.720
H -5.185 1.173 -4.128
H -3.299 -0.427 -2.854
H -2.297 0.705 -3.667
H -3.501 -1.004 -6.658
H -2.507 0.286 -6.226
H -4.312 0.631 -6.183

149
Properties=species:S:1:pos:R:3 method="wB97M-V/def2-TZVPD" e_tot_ev=-80612.5620 charge=+1
Ba 2.427 -2.352 -3.517
N 0.846 0.123 -1.074
O 0.613 -0.304 0.073
O 1.697 -0.474 -1.809
O 0.227 1.082 -1.531
C 5.960 -2.173 -1.931
O 4.596 -2.492 -1.702
C 4.432 -3.155 -0.435
C 2.958 -3.327 -0.137
N 2.379 -4.121 -1.240
C 0.995 -4.562 -0.964
C -0.023 -3.428 -1.078
O -0.060 -2.855 -2.389
C -1.199 -2.032 -2.617
H 6.122 -1.917 -2.980
H 6.682 -2.965 -1.719
H 6.245 -1.306 -1.331
H 4.922 -2.556 0.340
H 4.994 -4.097 -0.448
H 2.463 -2.353 -0.145
H 2.858 -3.784 0.851
H 2.997 -4.912 -1.395
H 0.968 -5.092 -0.011
H 0.731 -5.271 -1.757
H 0.222 -2.728 -0.274
H -1.005 -3.867 -0.889
H -1.247 -1.186 -1.931
H -2.097 -2.656 -2.538
H -1.291 -1.705 -3.654
C -6.502 3.580 -0.778
O -6.316 2.821 0.410
C -6.603 3.518 1.600
C -6.454 2.572 2.769
N -5.059 2.276 3.049
C -4.844 1.142 3.926
C -3.375 0.851 4.139
O -2.716 0.982 2.893
C -1.354 0.610 2.970
H -7.464 4.090 -0.677
H -6.389 2.852 -1.578
H -5.706 4.321 -0.919
H -7.613 3.946 1.549
H -5.915 4.364 1.733
H -7.021 1.655 2.560
H -6.855 3.087 3.646
H -4.559 2.078 2.188
H -5.312 0.179 3.657
H -5.375 1.370 4.857
H -3.275 -0.168 4.538
H -2.900 1.494 4.891
H -0.728 1.360 3.462
H -1.055 0.507 1.924
H -1.205 -0.371 3.434
C 0.972 3.905 1.316
O 1.158 3.864 -0.067
C 2.525 3.978 -0.379
C 2.853 3.524 -1.815
N 2.047 4.341 -2.752
C 2.539 4.043 -4.102
C 1.837 4.952 -5.145
O 0.449 4.641 -5.153
C 0.007 4.627 -6.495
H -0.079 3.732 1.547
H 1.203 4.864 1.801
H 1.539 3.109 1.816
H 3.134 3.415 0.336
H 2.827 5.024 -0.236
H 2.711 2.443 -1.949
H 3.933 3.715 -1.915
H 2.385 5.284 -2.563
H 2.361 3.004 -4.397
H 3.629 4.136 -4.247
H 2.307 4.723 -6.106
H 2.004 6.000 -4.889
H -1.049 4.409 -6.596
H 0.571 3.836 -7.020
H 0.252 5.492 -7.126
C -2.868 1.304 -0.386
O -3.157 1.971 -1.576
C -4.165 1.325 -2.316
C -4.495 2.085 -3.586
N -3.274 2.118 -4.388
C -3.514 2.808 -5.658
C -3.756 4.313 -5.617
O -2.638 4.971 -5.019
C -2.690 6.351 -5.221
H -3.691 1.377 0.336
H -2.021 1.757 0.119
H -2.608 0.247 -0.527
H -5.029 1.207 -1.643
H -3.829 0.291 -2.505
H -4.846 3.084 -3.332
H -5.362 1.559 -4.016
H -3.085 1.169 -4.700
H -4.312 2.328 -6.245
H -2.621 2.699 -6.282
H -4.632 4.677 -5.065
H -3.855 4.722 -6.631
H -1.871 6.847 -4.697
H -3.610 6.814 -4.848
H -2.509 6.617 -6.271
C -0.045 -3.042 2.565
O 1.111 -3.868 2.557
C 1.034 -4.971 3.458
C 0.022 -6.012 2.998
N 0.144 -7.187 3.857
C -1.087 -7.945 3.982
C -0.953 -9.075 4.984
O 0.163 -9.912 4.733
C 0.159 -10.702 3.586
H -0.807 -3.470 1.907
H 0.152 -2.058 2.132
H -0.409 -2.848 3.575
H 0.884 -4.625 4.485
H 2.057 -5.357 3.475
H 0.193 -6.311 1.958
H -0.965 -5.563 3.095
H 0.870 -7.842 3.601
H -1.462 -8.403 3.050
H -1.940 -7.325 4.273
H -1.881 -9.650 5.071
H -0.755 -8.709 5.992
H 0.033 -10.098 2.670
H -0.642 -11.448 3.526
H 1.142 -11.160 3.496
C 6.514 3.007 0.213
O 5.509 2.195 0.781
C 5.327 1.001 0.036
C 4.061 0.330 0.485
N 4.157 -0.091 1.888
C 2.846 -0.388 2.457
C 2.942 -0.360 3.991
O 3.046 1.000 4.335
C 3.067 1.197 5.732
H 7.372 2.421 -0.133
H 6.832 3.707 0.983
H 6.185 3.584 -0.658
H 6.227 0.402 0.238
H 5.248 1.198 -1.043
H 3.858 -0.559 -0.117
H 3.193 0.978 0.312
H 4.496 0.739 2.374
H 2.500 -1.371 2.121
H 2.061 0.306 2.137
H 3.811 -0.955 4.290
H 2.025 -0.815 4.387
H 3.846 0.622 6.248
H 2.150 0.828 6.208
H 3.218 2.258 5.906

| no. | HOMO energy (eV) |
| --- | --- |
| 1 | -2.10 |
| 2 | -9.69 |